*i*
ORCA calculation (ωB97M-V/def2-TZVPD) on an isolated molecule of C2H4NP.

Last columns: bonded neighbours and bond lengths (Å).
Atoms and positions in Å:
1 C 0.9488 -0.9276 0.4182  H4 1.041, N7 1.467, C8 1.319
2 H -0.9633 1.0638 0.9898  P6 1.335
3 H 1.3643 0.9168 -1.1731  C8 1.190
4 H 1.3317 -1.5061 1.1941  C1 1.041
5 H -1.7540 0.9814 -0.8102  P6 1.360
6 P -1.6388 0.1649 0.2708  H2 1.335, H5 1.360, N7 1.756
7 N -0.2609 -0.7052 -0.3823  C1 1.467, P6 1.756, C8 1.432
8 C 0.9722 0.0119 -0.5074  C1 1.319, H3 1.190, N7 1.432

Output
SMILES string: PN1C=C1
E_HOMO (eV): -7.9
Frontier orbital gap (eV): 8.982

=====

*ii*
ORCA calculation (ωB97M-V/def2-TZVPD) on an isolated molecule of C2H4NP.

Last columns: bonded neighbours and bond lengths (Å).
Atoms and positions in Å:
1 C 1.4920 0.7911 0.3968  H3 0.997, N4 1.599, C8 1.366
2 H -1.7993 -0.9061 -0.2947  P7 1.347
3 H 1.9878 1.6078 0.6820  C1 0.997
4 N 0.2470 0.2308 -0.4356  C1 1.599, P7 1.704, C8 1.521
5 H -1.8923 0.7362 -0.9260  P7 1.297
6 H 1.3815 -1.5438 0.3987  C8 0.994
7 P -1.3489 0.2795 0.1598  H2 1.347, N4 1.704, H5 1.297
8 C 1.3404 -0.5598 0.2655  C1 1.366, N4 1.521, H6 0.994

Output
SMILES string: PN1C=C1
E_HOMO (eV): -7.7
Frontier orbital gap (eV): 8.626

=====

*iii*
ORCA calculation (ωB97M-V/def2-TZVPD) on a cluster of 2 separate species, C2H4NP in total.

Last columns: bonded neighbours and bond lengths (Å).
Atoms and positions in Å:
1 H 0.9285 0.6278 -1.4263  C5 1.118
2 N -1.4883 -1.2786 -0.6896  C3 1.127
3 C -0.4301 -0.9008 -0.7760  N2 1.127, C5 1.451
4 H 1.2667 -0.4246 0.1481  C5 1.067
5 C 0.9014 -0.3293 -0.8499  H1 1.118, C3 1.451, H4 1.067, H8 1.029
6 H -1.7571 2.1039 2.1204  P7 1.470
7 P -0.9538 1.1287 2.8728  H6 1.470
8 H 1.5327 -0.9271 -1.3996  C5 1.029

Output
E_HOMO (alpha / beta) (eV): -8.9 / -8.9
Frontier orbital gap (alpha / beta) (eV): 7.456 / 7.329

=====

Energies in eV, measured from the most stable structure: *i* 1.185; *ii* 1.845; *iii* 0.000.

=====

*i*
ORCA calculation (ωB97M-V/def2-TZVPD) on an isolated molecule of C2H4NP.

Last columns: bonded neighbours and bond lengths (Å).
Atoms and positions in Å:
1 H 1.0922 1.8642 1.3603  P8 1.363
2 N 0.4393 -0.1379 0.9273  C3 1.755, H7 1.029, P8 1.707
3 C -0.4996 -0.9993 -0.2793  N2 1.755, C4 1.210
4 C -1.2539 -1.0942 -1.2202  C3 1.210, H5 1.062
5 H -1.8930 -1.6430 -1.8675  C4 1.062
6 H -0.1732 1.5589 -0.3259  P8 1.410
7 H 1.1777 -0.7769 1.2507  N2 1.029
8 P 1.1104 1.2283 0.1547  H1 1.363, N2 1.707, H6 1.410

Output
SMILES string: C#CNP
E_HOMO (eV): -8.9
Frontier orbital gap (eV): 9.195

=====

*ii*
ORCA calculation (ωB97M-V/def2-TZVPD) on a cluster of 2 separate species, C2H4NP in total.

Last columns: bonded neighbours and bond lengths (Å).
Atoms and positions in Å:
1 N -1.5583 -0.2697 -1.3156  P4 1.818, C5 1.250
2 H 1.6181 -1.3659 0.6488  C8 1.070
3 H 1.8547 0.3409 1.1113  C8 1.048
4 P -2.4204 0.2272 0.2055  N1 1.818, C5 1.723, H7 1.536
5 C -0.8102 -0.0630 -0.3356  N1 1.250, P4 1.723
6 H 2.3890 -0.2203 -0.6586  C8 1.195
7 H -2.8079 1.7007 0.0112  P4 1.536
8 C 1.7351 -0.3499 0.3330  H2 1.070, H3 1.048, H6 1.195

Output
E_HOMO (alpha / beta) (eV): -9.0 / -9.0
Frontier orbital gap (alpha / beta) (eV): 7.416 / 8.660

=====

Energies in eV, measured from the most stable structure: *i* 0.000; *ii* 1.123.

=====

*i*
ORCA calculation (ωB97M-V/def2-TZVPD) on an isolated molecule of C2H4NP.

Last columns: bonded neighbours and bond lengths (Å).
Atoms and positions in Å:
1 C 0.5830 -0.3062 0.3767  H2 1.008, H3 1.176, C4 1.489, H5 1.085
2 H 0.9468 -1.1908 0.6958  C1 1.008
3 H 0.8647 0.6733 0.9641  C1 1.176
4 C -0.8784 -0.4292 0.1174  C1 1.489, N6 1.244, P8 1.877
5 H 1.0366 0.0073 -0.5582  C1 1.085
6 N -1.7810 -1.2393 -0.1575  C4 1.244, P8 1.843
7 H -2.2489 1.0242 -1.1545  P8 1.441
8 P -2.5564 0.4112 0.1124  C4 1.877, N6 1.843, H7 1.441

Output
SMILES string: CC1=[PH]=N1
E_HOMO (eV): -8.9
Frontier orbital gap (eV): 9.852

=====

*ii*
ORCA calculation (ωB97M-V/def2-TZVPD) on an isolated molecule of C2H4NP.

Last columns: bonded neighbours and bond lengths (Å).
Atoms and positions in Å:
1 N -0.9385 -0.5627 1.1740  C2 1.280, H5 1.007
2 C -0.3447 0.4445 0.6532  N1 1.280, C4 1.570, H7 1.031
3 P 1.5794 2.0302 -1.4418  C4 1.983
4 C 0.5186 0.5517 -0.6540  C2 1.570, P3 1.983, H6 1.031, H8 1.082
5 H -0.4917 -1.3561 0.7446  N1 1.007
6 H 0.9104 -0.3985 -0.7394  C4 1.031
7 H -0.7550 1.3253 0.9970  C2 1.031
8 H -0.1839 0.5860 -1.4758  C4 1.082

Output
E_HOMO (alpha / beta) (eV): -8.7 / -8.8
Frontier orbital gap (alpha / beta) (eV): 7.231 / 7.238

=====

Energies in eV, measured from the most stable structure: *i* 0.000; *ii* 1.954.

=====

*i*
ORCA calculation (ωB97M-V/def2-TZVPD) on an isolated molecule of C2H4NP.

Last columns: bonded neighbours and bond lengths (Å).
Atoms and positions in Å:
1 H 1.2177 -0.5718 0.8904  P2 1.411
2 P -0.1387 -0.1949 0.9860  H1 1.411, C3 1.840, N8 1.747
3 C -0.3418 -0.7566 -0.7539  P2 1.840, H4 1.095, H5 1.012, H6 1.093
4 H -1.1956 -0.3176 -1.2805  C3 1.095
5 H -0.6607 -1.7146 -0.8247  C3 1.012
6 H 0.6535 -0.5937 -1.1745  C3 1.093
7 C 0.2970 2.6276 1.2852  N8 1.188
8 N 0.1686 1.5214 0.8719  P2 1.747, C7 1.188

Output
E_HOMO (eV): -9.9
Frontier orbital gap (eV): 10.533

=====

*ii*
ORCA calculation (ωB97M-V/def2-TZVPD) on an isolated molecule of C2H4NP.

Last columns: bonded neighbours and bond lengths (Å).
Atoms and positions in Å:
1 C 0.9870 0.0487 1.1951  C3 1.561, N7 1.372
2 H -1.2298 -0.4988 1.6315  C3 1.039
3 C -0.5700 0.1456 1.1520  C1 1.561, H2 1.039, H5 1.056, N7 1.445
4 H -0.2691 0.6759 -2.0498  P8 1.457
5 H -1.0779 1.0476 0.9423  C3 1.056
6 H 1.6258 -0.4787 -1.4814  P8 1.370
7 N 0.2751 -0.3775 0.1029  C1 1.372, C3 1.445, P8 1.606
8 P 0.2588 -0.5628 -1.4926  H4 1.457, H6 1.370, N7 1.606

Output
E_HOMO (eV): -9.2
Frontier orbital gap (eV): 9.576

=====

Energies in eV, measured from the most stable structure: *i* 0.000; *ii* 2.975.